Density functional theory data (wB97M-V/def2-TZVPD) for one molecule with the formula C7H12O3S at a distorted geometry.

Bonds (Å) are listed after each position.
Positions of all 23 atoms, in Å:
1 C -2.133 -1.728 -1.912  C2 1.503, H12 1.087, H13 1.086, H14 1.089
2 C -0.958 -0.791 -1.950  C1 1.503, O3 1.203, O4 1.356
3 O -0.811 0.132 -2.707  C2 1.203
4 O -0.053 -1.173 -1.015  C2 1.356, C5 1.342
5 C 1.145 -0.623 -0.768  O4 1.342, C6 1.480, S7 1.938
6 C 1.575 0.658 -1.372  C5 1.480, H15 1.091, H16 1.087, H17 1.097
7 S 1.543 -0.842 1.116  C5 1.938, O8 1.458, C9 1.764
8 O 0.847 -2.081 1.444  S7 1.458
9 C 0.569 0.459 1.803  S7 1.764, C10 1.476, C11 1.475
10 C -0.854 0.196 2.094  C9 1.476, H18 1.091, H19 1.092, H20 1.093
11 C 1.135 1.820 1.762  C9 1.475, H21 1.088, H22 1.090, H23 1.099
12 H -1.792 -2.738 -1.706  C1 1.087
13 H -2.673 -1.684 -2.853  C1 1.086
14 H -2.799 -1.423 -1.106  C1 1.089
15 H 1.672 0.523 -2.450  C6 1.091
16 H 2.537 0.943 -0.954  C6 1.087
17 H 0.859 1.477 -1.231  C6 1.097
18 H -1.140 -0.755 1.642  C10 1.091
19 H -1.507 0.998 1.745  C10 1.092
20 H -1.001 0.088 3.172  C10 1.093
21 H 2.222 1.778 1.794  C11 1.088
22 H 0.770 2.409 2.604  C11 1.090
23 H 0.846 2.357 0.848  C11 1.099

Values from the calculation:
**Energy**: -24427.5430 eV
**HOMO energy (spin up / spin down)**: -0.297 / -0.294 hartree
**E_LUMO (spin up / spin down)**: -0.4 / -0.2 eV
**HOMO-LUMO gap (spin up / spin down)**: 7.701 / 7.751 eV
**Structure (SMILES)**: CC(=O)OC(C)=S(=O)=C(C)C
**Largest force on an atom**: 2.010 eV Å⁻¹